# 1
A cluster of 2 separate species, C10H18NS in total at a distorted geometry, computed with ωB97M-V/def2-TZVPD.

* frontier orbital gap: 8.79 eV
* energy relative to the best compared isomer or geometry (same formula, charge and spin): 53.0 kcal/mol
* charge: +1
* LUMO level: -3.10 eV

```
30
C10H18NS | the OMol25 dataset | ωB97M-V/def2-TZVPD
C 1.771 -1.484 1.933
C 1.501 -1.460 0.420
C 0.261 -1.599 2.192
C 0.503 0.647 -2.246
C -0.661 1.599 -2.125
C -1.023 -2.231 -0.078
C -0.823 -0.167 0.271
C -0.007 -1.370 0.697
C 0.154 1.253 -0.941
C 0.001 3.658 0.341
N -1.764 -1.006 -0.512
S 1.138 2.268 0.048
H 2.361 -2.323 2.289
H 2.203 -0.559 2.302
H 1.915 -0.608 -0.112
H 1.787 -2.377 -0.087
H -0.045 -2.588 2.528
H -0.166 -0.850 2.854
H 0.321 -0.403 -2.425
H 1.403 0.996 -2.730
H -0.552 2.594 -2.533
H -1.672 1.229 -2.222
H -0.619 -2.796 -0.917
H -1.636 -2.880 0.546
H -1.276 0.457 1.029
H -0.150 4.208 -0.582
H 0.482 4.295 1.076
H -0.940 3.284 0.728
H -1.719 -0.827 -1.521
H -2.747 -0.960 -0.224
```



# 2
A structure of composition C10H19Br2F3NO5SSi2 at a distorted geometry, computed with ωB97M-V/def2-TZVPD.

* frontier orbital gap: 7.34 eV
* charge: -1
* LUMO level: 1.75 eV

```
43
C10H19Br2F3NO5SSi2 | the OMol25 dataset | ωB97M-V/def2-TZVPD
C 0.129 0.314 1.930
C -0.818 -0.815 2.266
O -0.380 -1.897 2.485
N -2.201 -0.593 2.335
C -2.813 -0.003 1.135
C -3.261 -1.062 0.095
C -3.379 -0.474 -1.330
C -2.367 -1.050 -2.362
Si -0.628 -0.664 -1.766
O 0.545 -0.930 -2.951
Si 1.716 0.293 -2.928
C 1.269 1.544 -4.262
Br 1.369 0.927 -6.079
C 0.905 2.764 -3.968
C 0.831 3.352 -2.589
Br 0.435 3.984 -5.399
H -0.369 1.179 1.490
H 0.716 0.665 2.778
H 0.831 -0.066 1.194
H -2.626 -1.488 2.551
H -2.136 0.706 0.665
H -3.680 0.574 1.458
H -2.637 -1.952 0.161
H -4.265 -1.360 0.403
H -3.321 0.612 -1.286
H -4.368 -0.721 -1.716
H -2.514 -0.454 -3.264
H -2.545 -2.104 -2.551
H -0.305 -1.339 -0.500
H -0.613 0.791 -1.466
H 2.974 -0.378 -3.301
H 1.887 0.899 -1.603
H 1.831 3.549 -2.217
H 0.231 2.772 -1.898
H 0.353 4.323 -2.680
C 3.431 -2.270 4.698
F 4.328 -3.213 4.340
F 2.234 -2.671 4.236
F 3.360 -2.287 6.046
S 3.896 -0.604 4.056
O 3.923 -0.770 2.617
O 5.192 -0.354 4.648
O 2.838 0.270 4.528
```



# 3
A structure of composition C10H19CrFO2Se2Si at a distorted geometry, computed with ωB97M-V/def2-TZVPD.

* multiplicity: 5
* frontier orbital gap (alpha / beta): 5.32 / 5.34 eV
* charge: -2
* LUMO level (alpha / beta): 4.56 / 4.55 eV

```
36
C10H19CrFO2Se2Si | the OMol25 dataset | ωB97M-V/def2-TZVPD
Cr -0.268 1.420 -1.226
O 0.444 -0.563 -0.849
C 1.133 -1.537 -1.656
C 0.853 -1.372 -3.139
C 1.375 -2.683 -3.749
O 1.155 -2.780 -5.154
C -0.656 -1.259 -3.426
Se -1.781 -2.871 -3.099
C 1.633 -0.191 -3.772
Se 1.957 1.462 -2.711
H 0.572 -0.757 0.082
H 0.774 -2.522 -1.346
H 2.207 -1.437 -1.474
H 0.871 -3.518 -3.258
H 2.456 -2.753 -3.587
H 0.194 -2.877 -5.234
H -0.757 -0.990 -4.480
H -1.085 -0.413 -2.886
H 1.130 0.093 -4.694
H 2.624 -0.553 -4.055
F -1.187 2.878 -1.910
C -2.141 2.810 4.335
Si -0.887 1.531 3.800
C 0.747 1.979 4.592
C -1.415 -0.112 4.520
C -0.755 1.464 2.023
C -0.683 1.464 0.796
H -2.241 2.843 5.424
H -3.117 2.586 3.899
H -1.842 3.799 3.979
H 0.657 1.988 5.684
H 1.080 2.966 4.261
H 1.519 1.259 4.311
H -1.501 -0.040 5.609
H -0.685 -0.889 4.279
H -2.379 -0.427 4.113
```



# 4
A structure of composition C10H19FN2O5STc, computed with ωB97M-V/def2-TZVPD.

* multiplicity: 4
* frontier orbital gap (alpha / beta): 7.52 / 5.77 eV
* energy relative to the best compared isomer or geometry (same formula, charge and spin): 5.2 kcal/mol
* charge: +2
* LUMO level (alpha / beta): -7.53 / -9.24 eV

```
39
C10H19FN2O5STc | the OMol25 dataset | ωB97M-V/def2-TZVPD
Tc -0.514 -0.138 -0.662
C 1.231 -0.729 -2.898
C 1.547 0.741 -2.645
N 0.767 1.294 -1.473
C 1.576 2.153 -0.525
C 2.939 1.616 -0.136
S 3.005 0.025 0.707
C 3.210 -1.196 -0.614
C 2.009 -2.075 -0.901
N 0.854 -1.424 -1.617
H 0.390 -0.833 -3.575
H 2.090 -1.237 -3.338
H 2.598 0.890 -2.428
H 1.308 1.327 -3.530
H 0.067 1.924 -1.872
H 1.698 3.122 -1.017
H 0.955 2.302 0.359
H 3.658 1.645 -0.955
H 3.327 2.327 0.598
H 3.630 -0.745 -1.513
H 3.983 -1.879 -0.255
H 2.319 -2.906 -1.541
H 1.614 -2.491 0.025
H 0.255 -2.202 -1.904
O -4.206 1.428 0.236
C -3.147 0.729 0.036
O -2.000 1.198 -0.020
C -3.362 -0.754 -0.154
O -2.097 -1.410 0.052
C -1.850 -1.925 1.408
C -0.659 -1.210 2.032
O -0.370 -1.317 3.173
O -0.010 -0.400 1.156
H -4.023 2.385 0.310
H -4.121 -1.143 0.523
H -3.679 -0.931 -1.184
H -2.741 -1.784 2.017
H -1.648 -2.991 1.310
F -1.395 -0.065 -2.344
```



# 5
A cluster of 2 separate species, C10H19N2O2 in total at a distorted geometry, computed with ωB97M-V/def2-TZVPD.

* frontier orbital gap: 9.65 eV
* energy relative to the best compared isomer or geometry (same formula, charge and spin): 55.4 kcal/mol
* charge: +1
* LUMO level: -3.49 eV

```
33
C10H19N2O2 | the OMol25 dataset | ωB97M-V/def2-TZVPD
C -2.589 -0.097 2.722
C -1.888 1.233 2.567
C -1.676 -1.189 2.406
C 0.343 -1.130 -2.635
C -1.547 1.465 1.054
C 1.735 -1.819 -2.787
C 2.921 -0.013 -1.913
C -0.924 -0.974 1.083
C 1.609 0.534 -1.362
C 1.676 1.733 -0.386
N 0.514 0.084 -1.846
N -0.945 0.290 0.464
O 2.831 -0.961 -2.995
O 0.219 -0.300 1.080
H -2.830 -0.206 3.736
H -3.480 -0.003 2.042
H -2.532 2.070 2.755
H -1.037 1.271 3.295
H -0.777 -1.155 3.064
H -2.067 -2.193 2.468
H 0.147 -0.820 -3.738
H -0.340 -1.749 -2.067
H -2.536 1.500 0.474
H -0.976 2.502 0.939
H 1.810 -2.353 -1.842
H 1.634 -2.644 -3.647
H 3.440 0.768 -2.264
H 3.467 -0.425 -1.133
H -0.971 -1.924 0.397
H 1.451 1.549 0.636
H 0.956 2.467 -0.703
H 2.681 2.185 -0.515
H -0.320 0.305 -1.347
```



# 6
The ion C10H19N2O3 with charge +1 at a distorted geometry, computed with ωB97M-V/def2-TZVPD.

* frontier orbital gap: 10.70 eV
* energy relative to the best compared isomer or geometry (same formula, charge and spin): 0.0 kcal/mol
* charge: +1
* LUMO level: -2.92 eV

```
34
C10H19N2O3 | the OMol25 dataset | ωB97M-V/def2-TZVPD
C -3.180 0.213 0.080
C -0.427 1.732 0.886
C 0.866 2.282 0.482
C 1.616 -1.221 1.421
C -0.850 0.615 -0.055
C 0.216 -0.458 -0.412
C 1.886 0.297 -0.298
C -4.280 -0.638 0.628
C 0.068 -1.095 -1.734
C 2.643 0.570 -1.648
N 2.479 -0.829 0.325
N 0.386 -1.405 0.715
O -3.420 1.194 -0.528
O 1.939 1.382 0.589
O -1.950 -0.160 0.436
H -0.350 1.169 1.882
H -1.245 2.393 1.055
H 0.663 2.665 -0.644
H 1.096 3.181 0.984
H 1.760 -2.128 1.839
H 1.312 -0.338 2.060
H -1.344 1.040 -0.962
H -3.850 -1.534 1.131
H -4.853 -0.996 -0.194
H -4.706 -0.008 1.401
H 0.846 -1.838 -1.803
H 0.015 -0.507 -2.649
H -0.858 -1.725 -1.846
H 2.008 0.180 -2.368
H 3.565 -0.058 -1.698
H 2.840 1.499 -2.032
H 3.500 -0.813 0.616
H 0.197 -2.299 0.267
H -0.479 -1.355 1.317
```



Molecular weight, record by record: 184.3, 538.3, 428.3, 396.3, 199.3, 215.3 g/mol